one:
2 unconnected molecules or ions with the total composition C8H12N4. Source: the OMol25 dataset; level of theory: wB97M-V/def2-TZVPD.

Output
- molecular weight (u) = 164.21
- gap between HOMO and LUMO (eV) = 8.789
- SMILES = Cc1c[nH]cn1.Cc1c[nH]cn1
- HOMO (eV) = -7.8994

Geometry as ORCA input:
```
! wB97M-V def2-TZVPD RIJCOSX def2/J DEFGRID3
* xyz 0 1
N 2.101 -1.687 0.932
N -2.784 0.298 -1.485
N -1.350 1.436 -0.157
N 1.883 -1.140 -1.165
C 2.191 1.410 -0.975
C 2.136 -0.291 0.943
C -2.808 -0.320 -0.244
C -1.703 -0.016 1.891
C 2.070 0.115 -0.356
C -1.935 1.321 -1.470
C -1.775 0.339 0.580
C 1.958 -2.176 -0.397
H -1.364 0.850 2.476
H 1.526 2.165 -0.641
H -3.533 0.047 -2.214
H -1.767 1.907 -2.302
H -0.635 -0.512 2.280
H 1.834 -3.303 -0.549
H -2.531 -0.427 2.386
H -3.356 -1.162 0.022
H 2.506 -2.236 1.688
H 2.033 0.392 1.783
H 2.156 1.104 -2.134
H 3.149 1.888 -0.893
*
```

two:
2 unconnected molecules or ions with the total composition C8H12N4. Source: the OMol25 dataset; level of theory: wB97M-V/def2-TZVPD.

Output
- molecular weight (u) = 164.21
- gap between HOMO and LUMO (eV) = 8.989
- SMILES = Cc1c[nH]cn1.Cc1c[nH]cn1
- HOMO (eV) = -8.3105

Geometry as ORCA input:
```
! wB97M-V def2-TZVPD RIJCOSX def2/J DEFGRID3
* xyz 0 1
N 0.615 2.035 0.169
N 0.512 -2.540 0.638
N 1.266 1.465 -1.930
N 1.617 -1.023 1.778
C 1.681 -2.042 0.880
C -0.519 1.937 -0.640
C -1.822 -2.246 1.480
C -1.048 1.272 -2.993
C 0.246 -0.901 2.101
C -0.092 1.542 -1.881
C 1.670 1.727 -0.717
C -0.414 -1.865 1.343
H -1.005 2.068 -3.748
H 2.679 1.939 -0.403
H 2.614 -2.206 0.350
H -0.698 0.389 -3.549
H 0.812 2.893 0.668
H -1.537 1.952 -0.278
H -0.122 -0.146 2.780
H -2.088 1.113 -2.709
H -2.496 -1.382 1.539
H -2.120 -2.970 0.721
H 2.236 -0.253 1.954
H -1.988 -2.754 2.445
*
```

three:
4 unconnected molecules or ions with the total composition C8H12N4. Source: the OMol25 dataset; level of theory: wB97M-V/def2-TZVPD.

Output
- molecular weight (u) = 164.21
- gap between HOMO and LUMO (eV) = 11.844
- SMILES = CC#N.CC#N.CC#N.CC#N
- HOMO (eV) = -11.2256

Geometry as ORCA input:
```
! wB97M-V def2-TZVPD RIJCOSX def2/J DEFGRID3
* xyz 0 1
N -11.467 -2.458 5.150
N -9.397 -6.012 4.836
N -16.032 -3.683 4.761
N -6.030 -6.691 2.682
C -14.126 -5.303 5.367
C -8.895 -5.001 4.789
C -8.391 -7.729 2.113
C -13.467 -0.757 5.593
C -8.188 -3.785 4.950
C -15.252 -4.451 5.128
C -7.108 -7.093 2.411
C -12.337 -1.708 5.312
H -14.203 -5.703 6.423
H -8.729 -7.131 1.231
H -8.907 -2.932 5.033
H -7.718 -3.796 5.897
H -14.459 -1.012 5.265
H -13.169 0.211 5.287
H -7.429 -3.594 4.189
H -13.501 -0.720 6.657
H -13.238 -4.743 5.066
H -9.025 -7.884 2.987
H -8.045 -8.712 1.744
H -14.345 -6.234 4.768
*
```

Least stable structure: one

one:
A single C3H7N5 molecule. Source: the OMol25 dataset; level of theory: wB97M-V/def2-TZVPD.

Output
- molecular weight (u) = 113.12
- gap between HOMO and LUMO (eV) = 8.830
- SMILES = CC/N=c1/nn[nH][nH]1
- HOMO (eV) = -8.6545

Geometry as ORCA input:
```
! wB97M-V def2-TZVPD RIJCOSX def2/J DEFGRID3
* xyz 0 1
N -2.683 0.647 -0.190
N 0.228 -1.270 -0.227
N -2.078 -1.442 0.236
N -1.335 0.519 -0.564
N -3.030 -0.611 0.363
C -0.933 -0.709 -0.239
C 1.992 0.227 0.670
C 1.437 -0.522 -0.587
H -2.839 1.360 0.675
H -0.738 1.563 -0.628
H 1.302 0.018 -1.556
H 2.647 1.250 0.332
H 2.771 -0.380 1.325
H 2.162 -1.300 -0.976
H 1.095 0.651 1.367
*
```

two:
A single C3H7N5 molecule. Source: the OMol25 dataset; level of theory: wB97M-V/def2-TZVPD.

Output
- molecular weight (u) = 113.12
- gap between HOMO and LUMO (eV) = 9.521
- SMILES = [H]/N=C(N)/C(/N=N\C)=N\[H]
- HOMO (eV) = -8.9250

Geometry as ORCA input:
```
! wB97M-V def2-TZVPD RIJCOSX def2/J DEFGRID3
* xyz 0 1
N 0.166 1.513 1.601
N -0.976 -0.203 0.409
N 0.958 -0.160 -1.594
N -1.131 -1.429 0.458
N -0.426 1.780 -1.538
C 0.034 0.615 0.740
C 0.191 0.664 -1.061
C -0.159 -2.184 1.222
H 0.991 2.093 1.459
H -1.087 2.262 -0.950
H -0.072 2.211 -2.378
H 1.184 -0.003 -2.572
H 0.149 -1.697 2.156
H 0.744 -2.294 0.602
H -0.567 -3.167 1.446
*
```

three:
A single C3H7N5 molecule. Source: the OMol25 dataset; level of theory: wB97M-V/def2-TZVPD.

Output
- molecular weight (u) = 113.12
- gap between HOMO and LUMO (eV) = 9.085
- SMILES = [H]/N=c1\cn[nH]n1NC
- HOMO (eV) = -8.1751

Geometry as ORCA input:
```
! wB97M-V def2-TZVPD RIJCOSX def2/J DEFGRID3
* xyz 0 1
N -0.091 -0.403 -0.230
N 1.626 0.220 1.167
N 0.012 1.195 -1.796
N -0.605 -1.433 0.573
N -0.724 0.063 -1.344
C 0.874 1.634 -0.890
C -1.626 -1.215 1.694
C 0.903 0.482 0.175
H 2.086 0.851 1.804
H 0.235 -2.040 1.016
H -2.123 -2.424 1.520
H -2.336 -0.436 1.547
H -1.145 -0.810 2.687
H -0.678 -0.463 -2.161
H 1.525 2.410 -0.875
*
```

four:
A single C3H7N5 molecule. Source: the OMol25 dataset; level of theory: wB97M-V/def2-TZVPD.

Output
- molecular weight (u) = 113.12
- gap between HOMO and LUMO (eV) = 8.675
- SMILES = C/N=c1\cn[nH]n1N
- HOMO (eV) = -8.0769

Geometry as ORCA input:
```
! wB97M-V def2-TZVPD RIJCOSX def2/J DEFGRID3
* xyz 0 1
N 1.481 0.726 -0.040
N -1.846 -0.463 0.002
N -0.871 0.570 -0.158
N -1.164 -1.671 0.042
N -1.097 1.848 0.027
C 0.120 -1.380 -0.096
C 2.711 -0.080 0.062
C 0.367 0.047 -0.045
H -2.333 -0.368 0.868
H 3.477 0.549 -0.401
H -1.262 2.524 -0.723
H 3.031 -0.160 1.143
H 2.448 -1.077 -0.314
H 0.821 -2.202 -0.165
H -0.899 2.147 0.961
*
```

Least stable structure: three

one:
A single C3H7N5 molecule. Source: the OMol25 dataset; level of theory: wB97M-V/def2-TZVPD.

Output
- molecular weight (u) = 113.12
- gap between HOMO and LUMO (eV) = 9.063
- SMILES = [H]/N=c1/ncn(NC)[nH]1
- HOMO (eV) = -8.5008

Geometry as ORCA input:
```
! wB97M-V def2-TZVPD RIJCOSX def2/J DEFGRID3
* xyz 0 1
N -0.095 0.163 -0.803
N 1.004 -0.784 -0.707
N -1.401 -0.328 -0.640
N 3.132 -0.474 0.347
N 1.670 1.356 0.022
C 2.049 0.000 -0.116
C -1.994 -0.139 0.743
C 0.427 1.342 -0.318
H -1.397 -0.664 1.461
H 3.159 -1.477 0.095
H -0.265 2.180 -0.297
H -3.011 -0.569 0.676
H 0.655 -1.567 -0.046
H -1.958 0.948 0.981
H -1.974 0.015 -1.397
*
```

two:
A single C3H7N5 molecule. Source: the OMol25 dataset; level of theory: wB97M-V/def2-TZVPD.

Output
- molecular weight (u) = 113.12
- gap between HOMO and LUMO (eV) = 8.979
- SMILES = [H]/N=c1\nnn(CC)[nH]1
- HOMO (eV) = -8.9634

Geometry as ORCA input:
```
! wB97M-V def2-TZVPD RIJCOSX def2/J DEFGRID3
* xyz 0 1
N 0.314 1.141 0.095
N 1.157 -0.844 -0.044
N -0.003 -0.080 -0.285
N 1.605 1.267 0.157
N 3.387 -0.254 -0.061
C -2.378 0.295 -0.314
C -1.243 -0.534 0.449
C 2.209 0.085 -0.094
H 4.066 0.582 -0.049
H -2.654 0.020 -1.318
H -1.350 -1.776 0.658
H -0.964 -0.139 1.469
H 1.332 -1.547 -0.685
H -2.064 1.499 -0.284
H -3.416 0.285 0.307
*
```

Least stable structure: two

one:
A molecular structure, C3H7N5. Source: the OMol25 dataset; level of theory: wB97M-V/def2-TZVPD.

Output
- molecular weight (u) = 113.12
- gap between HOMO and LUMO (eV) = 8.869
- HOMO (eV) = -8.4812

Geometry as ORCA input:
```
! wB97M-V def2-TZVPD RIJCOSX def2/J DEFGRID3
* xyz 0 1
N -0.165 -0.122 -0.345
N 0.992 -0.696 -0.404
N 2.024 -2.734 -0.199
N -0.095 1.307 0.053
N 0.040 -1.769 1.297
C -0.661 -0.764 0.821
C 1.167 -1.885 0.183
C -1.114 2.195 -0.525
H -0.541 3.186 0.330
H 1.911 -3.626 0.352
H -2.341 1.815 -0.695
H -1.786 -0.270 0.967
H 1.759 -0.299 -1.156
H -0.781 2.381 -1.796
H -0.409 1.281 1.119
*
```

two:
A single C3H7N5 molecule. Source: the OMol25 dataset; level of theory: wB97M-V/def2-TZVPD.

Output
- molecular weight (u) = 113.12
- gap between HOMO and LUMO (eV) = 8.964
- SMILES = [H]/N=c1/ccn(N)n1N
- HOMO (eV) = -8.3498

Geometry as ORCA input:
```
! wB97M-V def2-TZVPD RIJCOSX def2/J DEFGRID3
* xyz 0 1
N -0.038 0.554 -0.411
N 1.028 -0.173 0.200
N -0.078 1.790 0.548
N -2.470 0.063 -0.199
N 2.212 -0.205 -0.370
C -1.199 -0.305 -0.305
C 0.465 -1.454 0.495
C -0.888 -1.681 0.043
H 2.670 0.707 -0.116
H -0.056 2.632 -0.217
H 2.413 -0.057 -1.369
H 1.043 -2.239 0.879
H -1.770 -2.599 0.198
H -0.676 1.969 1.206
H -2.657 0.997 -0.583
*
```

Least stable structure: one

one:
A single C4H13N3O molecule. Source: the OMol25 dataset; level of theory: wB97M-V/def2-TZVPD.

Output
- molecular weight (u) = 119.17
- gap between HOMO and LUMO (eV) = 7.259
- HOMO (eV) = -6.5599

Geometry as ORCA input:
```
! wB97M-V def2-TZVPD RIJCOSX def2/J DEFGRID3
* xyz 0 1
O 3.390 -0.083 0.257
N -2.037 -0.486 1.204
N -0.210 -0.005 -0.512
N -2.361 0.817 1.228
C -1.118 -1.028 -0.276
C 2.027 0.168 0.523
C 1.202 -0.437 -0.621
C -0.630 1.047 -1.414
H 1.827 1.255 0.589
H 3.921 0.294 0.969
H -1.920 -1.111 -1.008
H -0.705 -1.982 0.037
H 1.730 -0.278 1.474
H 0.074 1.875 -1.344
H -1.406 -0.849 1.955
H -2.900 -1.055 1.165
H 1.634 -0.083 -1.564
H 1.319 -1.523 -0.606
H -0.676 0.716 -2.461
H -1.616 1.393 -1.123
H -1.546 1.355 1.527
*
```

two:
2 unconnected molecules or ions with the total composition C4H13N3O. Source: the OMol25 dataset; level of theory: wB97M-V/def2-TZVPD.

Output
- molecular weight (u) = 119.17
- gap between HOMO and LUMO (eV) = 7.497
- HOMO (eV) = -7.3887

Geometry as ORCA input:
```
! wB97M-V def2-TZVPD RIJCOSX def2/J DEFGRID3
* xyz 0 1
O -1.180 -1.394 -1.189
N 0.641 -1.159 0.422
N -1.913 1.073 -0.851
N 0.832 1.518 1.382
C -0.425 2.062 0.856
C -0.770 1.541 -0.360
C 0.137 -1.395 -1.067
C 1.987 -1.759 0.524
H -2.696 1.179 -0.229
H -0.995 2.736 1.472
H -0.018 -1.812 0.847
H 0.714 1.193 2.339
H 0.063 1.238 -1.000
H 0.571 -2.375 -1.344
H 1.961 -2.834 0.647
H 1.618 2.173 1.382
H 2.531 -1.322 1.358
H 0.699 -0.624 -1.641
H 1.040 0.633 0.770
H -1.747 0.014 -1.145
H 2.516 -1.528 -0.397
*
```

Least stable structure: one